A molecular structure, C11H14BCrF3N6, computed with ωB97M-V/def2-TZVPD.

CARTESIAN COORDINATES (ANGSTROEM)
H -0.626 2.664 2.302
N -0.114 1.488 0.605
B 0.653 0.653 -1.671
N 0.441 1.794 -0.625
C 0.739 3.100 -0.663
Cr -0.705 -0.520 0.931
H 1.215 3.497 -1.537
C 0.339 3.670 0.528
H 0.439 4.694 0.830
C -0.219 2.633 1.314
H 1.112 1.073 -2.690
C -1.495 -2.018 1.537
H -1.791 -2.068 2.600
H -0.675 -2.811 1.424
H -2.372 -2.294 0.901
N -0.745 0.020 -1.847
N 1.531 -0.453 -1.010
N -1.433 -0.518 -0.756
N 1.129 -1.024 0.188
C -1.527 -0.049 -2.917
C 2.730 -0.939 -1.338
H -1.144 0.329 -3.849
H 3.195 -0.560 -2.239
C -2.744 -0.645 -2.556
C 3.111 -1.855 -0.386
C -2.651 -0.924 -1.187
C 2.081 -1.903 0.570
H -3.566 -0.845 -3.194
H 4.026 -2.427 -0.353
H -3.358 -1.367 -0.508
H 1.987 -2.462 1.489
H -2.017 -0.079 1.661
F 1.615 0.568 2.503
C 0.415 -0.070 2.779
F 0.738 -1.155 3.572
F -0.314 0.803 3.593

The highest occupied orbital energy (spin up / spin down) comes out at -8.731 / -8.828 eV. Its LUMO energy (spin up / spin down) is 0.51 / -2.66 eV. The relative energy (zero: lowest compared OMol25 entry of this formula, charge and spin) comes out at 0.0000 eV. As for the spin multiplicity: 5.

Here are the natural (NBO) charges for atoms 1 to 8, given in e: H 0.243; N -0.327; B 0.541; N -0.313; C 0.006; Cr 0.743; H 0.222; C -0.349

=====

A molecular structure, C11H14BF4InN6S5Sb, computed with ωB97M-V/def2-TZVPD.

CARTESIAN COORDINATES (ANGSTROEM)
In -0.673 0.038 1.446
C 1.941 -2.804 -1.016
C 1.140 -1.539 -0.992
N 1.620 -0.417 -0.611
N 2.911 -0.387 -0.213
C 3.585 0.803 -0.105
N 4.691 0.741 0.680
S 3.190 2.130 -1.000
C -0.277 -1.542 -1.422
C -0.707 -2.381 -2.441
C -2.039 -2.367 -2.825
C -2.912 -1.504 -2.199
C -2.403 -0.662 -1.221
N -1.137 -0.688 -0.831
H 2.922 -2.632 -1.466
H 1.424 -3.587 -1.563
H 2.076 -3.151 0.012
H 3.291 -1.195 0.263
H 4.635 0.118 1.475
H 5.046 1.649 0.932
H -0.001 -3.023 -2.950
H -2.383 -3.031 -3.607
H -3.970 -1.492 -2.405
H -3.050 0.040 -0.709
S -5.363 -1.619 0.286
Sb -3.997 -1.706 2.104
S -0.433 -2.401 2.077
S -2.967 0.593 2.095
S -2.055 -3.104 1.081
N -1.170 3.108 0.835
C -1.435 4.168 0.060
C -1.203 3.772 -1.241
C -0.795 2.434 -1.144
N -0.781 2.052 0.122
H -1.230 3.026 1.839
H -1.762 5.108 0.467
H -1.308 4.365 -2.131
H -0.501 1.756 -1.926
F 0.331 0.826 4.706
B 1.230 1.077 3.691
F 2.392 1.695 4.123
F 0.582 1.887 2.690
F 1.543 -0.159 3.037

The highest occupied orbital energy comes out at -4.180 eV. Its LUMO energy is 1.92 eV. The relative energy (zero: lowest compared OMol25 entry of this formula, charge and spin) comes out at 0.8682 eV. As for the spin multiplicity: 1. Its charge is -1.

Here are the natural (NBO) charges for atoms 1 to 8, given in e: In 1.379; C -0.700; C 0.258; N -0.212; N -0.453; C 0.273; N -0.796; S -0.218

=====

A molecular structure, C11H14BN7Os, computed with ωB97M-V/def2-TZVPD.

CARTESIAN COORDINATES (ANGSTROEM)
C 2.813 -0.171 1.120
N 1.577 -0.191 0.571
N 1.722 -0.067 -0.798
C 3.030 0.006 -1.094
C 3.752 -0.067 0.087
B 0.501 0.088 -1.730
N -0.490 -1.060 -1.432
N -0.962 -1.309 -0.140
C -1.803 -2.366 -0.211
C -1.887 -2.779 -1.544
C -1.054 -1.943 -2.272
Os -0.336 -0.271 1.537
N -0.190 1.422 -1.303
N -0.608 1.568 -0.009
C -1.119 2.798 0.126
C -1.047 3.453 -1.106
C -0.446 2.557 -1.982
H -1.497 3.135 1.079
H -0.178 2.612 -3.029
H -1.390 4.445 -1.339
H 0.831 0.129 -2.879
H -0.806 -1.877 -3.320
H 3.320 0.114 -2.127
H -2.490 -3.583 -1.918
H 4.814 -0.037 0.192
H -2.285 -2.744 0.679
H 2.952 -0.195 2.191
H -1.985 -0.131 2.152
C -1.674 -1.082 2.726
H -2.368 -1.872 2.464
H -0.570 -1.494 2.537
H -1.697 -0.796 3.776
N 1.130 1.121 3.888
C 0.437 0.587 3.105

The highest occupied orbital energy (spin up / spin down) comes out at -24.278 / -23.983 eV. Its LUMO energy (spin up / spin down) is -15.84 / -18.74 eV. As for the spin multiplicity: 5. Its charge is +4.

Here are the natural (NBO) charges for atoms 1 to 8, given in e: C 0.074; N -0.214; N -0.297; C 0.199; C 0.045; B 0.494; N -0.255; N -0.312